# C4H13N4O

A 2-piece molecular cluster, C4H13N4O overall (the ωB97M-V functional and the def2-TZVPD basis, OMol25).

Results
relative energy (zero: lowest compared OMol25 entry of this formula, charge and spin) = 49.6 kcal/mol
orbital gap = 11.0 eV
strongest force on any atom = 3.3 eV/A
E_tot = -454.2487 hartree

Structure (ORCA input):
```
! wB97M-V def2-TZVPD RIJCOSX def2/J DEFGRID3
* xyz 1 1
C 2.710 -0.061 0.152
C 0.593 1.397 0.445
C -4.162 -0.114 0.148
C 2.897 -0.866 -1.160
N 1.150 0.302 0.091
N -0.672 1.785 0.279
N -4.930 -0.926 -0.556
N 3.053 -0.835 1.310
O -2.962 -0.076 -0.022
H 3.333 0.830 0.293
H 1.162 2.182 0.940
H -4.591 0.554 0.902
H 3.955 -1.267 -1.112
H 2.886 -0.183 -2.090
H 2.210 -1.693 -1.241
H 0.614 -0.391 -0.409
H -1.577 1.260 -0.058
H -0.934 2.622 0.696
H -4.364 -1.337 -1.365
H -5.902 -0.823 -0.396
H 2.466 -0.565 2.101
H 3.064 -1.797 1.052
*
```

Atomic partial charges in e from the natural (NBO) method, atoms 1 to 6:
1. C 0.1340
2. C 0.3868
3. C 0.5369
4. C -0.6584
5. N -0.5439
6. N -0.7458

# C8H22NPSi

A 2-piece molecular cluster, C8H22NPSi overall (the ωB97M-V functional and the def2-TZVPD basis, OMol25).

Results
orbital gap = 8.8 eV
strongest force on any atom = 3.2 eV/A
SMILES = CN=[Si](C)C.CCP(C)CC
E_tot = -1003.5017 hartree

Structure (ORCA input):
```
! wB97M-V def2-TZVPD RIJCOSX def2/J DEFGRID3
* xyz 0 1
C 2.084 -1.843 0.823
N 0.762 -2.355 0.744
Si -0.464 -1.906 1.649
C -1.244 -0.580 2.908
C -1.814 -3.170 1.632
H 2.767 -2.712 0.804
H 2.372 -1.434 -0.065
H 2.217 -1.142 1.669
H -2.215 -0.517 2.344
H -1.615 -1.008 3.834
H -1.004 0.470 2.958
H -2.727 -2.654 1.254
H -1.443 -3.835 0.850
H -2.104 -3.701 2.496
C -1.227 -0.577 -2.524
C -1.034 0.905 -2.299
P -0.309 1.298 -0.701
C -0.536 3.137 -0.561
C 1.587 1.357 -1.043
C 2.478 1.799 0.086
H -1.935 -1.066 -1.867
H -1.422 -0.835 -3.558
H -0.262 -1.068 -2.187
H -2.141 1.335 -2.372
H -0.343 1.393 -3.018
H -1.558 3.608 -0.238
H 0.255 3.509 0.172
H -0.457 3.558 -1.502
H 1.885 0.400 -1.492
H 1.568 2.046 -1.885
H 1.930 1.309 0.894
H 3.551 1.470 0.029
H 2.397 2.811 0.167
*
```

Atomic partial charges in e from the natural (NBO) method, atoms 1 to 6:
1. C -0.4101
2. N -1.1115
3. Si 1.7935
4. C -1.1088
5. C -1.1641
6. H 0.1859

# C28H17BeF9N10PSe

C28H17BeF9N10PSe as an isolated structure (the ωB97M-V functional and the def2-TZVPD basis, OMol25).

Results
orbital gap = 7.5 eV
strongest force on any atom = 3.6 eV/A
E_tot = -5281.2916 hartree

Structure (ORCA input):
```
! wB97M-V def2-TZVPD RIJCOSX def2/J DEFGRID3
* xyz -1 1
Be -1.935 1.243 1.207
N -2.593 -0.060 4.009
C -3.360 -0.454 2.891
N -4.237 -1.379 2.906
N -4.672 -1.433 1.579
N -3.994 -0.568 0.904
N -3.152 0.098 1.647
C -1.580 0.872 3.893
N -0.733 1.188 4.871
N 0.068 2.165 4.271
N -0.290 2.389 3.060
N -1.246 1.526 2.716
H -2.776 -0.576 4.899
F 5.298 3.172 -1.804
C 4.240 3.043 -2.671
F 3.616 4.268 -2.701
F 4.705 2.734 -3.981
C 3.266 1.997 -2.125
C 3.516 1.222 -0.924
C 2.482 0.548 -0.298
C 1.194 0.494 -0.824
C 1.012 1.035 -2.090
C 2.002 1.791 -2.743
P -0.198 -0.215 0.079
C -1.021 -1.207 -1.238
C -0.210 -2.163 -1.865
C -0.735 -3.135 -2.701
C -2.096 -3.066 -3.056
C -2.878 -2.020 -2.523
C -2.344 -1.052 -1.670
C -2.634 -4.212 -3.933
F -2.287 -3.813 -5.258
F -3.926 -4.462 -3.850
F -1.833 -5.330 -3.731
C 0.458 -1.445 1.280
C -0.008 -2.762 1.291
C 0.546 -3.736 2.097
C 1.511 -3.366 3.032
C 1.832 -1.941 3.197
C 1.263 -1.012 2.361
C 2.276 -4.340 3.868
F 1.622 -4.566 5.079
F 2.278 -5.566 3.259
F 3.619 -4.007 4.175
H 4.500 1.350 -0.416
H 2.668 -0.037 0.524
H 0.129 0.831 -2.684
H 1.826 2.147 -3.765
H 0.848 -2.136 -1.616
H -0.098 -3.933 -3.167
H -3.927 -1.837 -2.807
H -2.950 -0.187 -1.292
H -0.789 -3.060 0.562
H 0.191 -4.752 1.949
H 2.654 -1.705 3.878
H 1.549 0.035 2.416
Se -2.435 2.756 -0.237
C -1.044 3.986 -0.780
C -0.682 3.992 -2.099
C 0.423 4.824 -2.440
N 1.105 5.535 -1.563
C 0.618 5.642 -0.304
C -0.495 4.961 0.125
H -1.208 3.420 -2.883
H 0.874 4.768 -3.423
H 1.062 6.400 0.317
H -0.881 5.099 1.119
*
```

Atomic partial charges in e from the natural (NBO) method, atoms 1 to 6:
1. Be 1.4831
2. N -0.6071
3. C 0.4585
4. N -0.3819
5. N -0.1117
6. N -0.1061

# C20H61N8O10

A 10-piece molecular cluster, C20H61N8O10 overall (the ωB97M-V functional and the def2-TZVPD basis, OMol25).

Results
orbital gap = 5.4 eV
strongest force on any atom = 3.9 eV/A
E_tot = -1989.0229 hartree

Structure (ORCA input):
```
! wB97M-V def2-TZVPD RIJCOSX def2/J DEFGRID3
* xyz -1 1
C -0.343 1.370 1.659
O -0.199 1.884 2.957
H -1.265 1.724 1.161
H 0.528 1.551 1.011
H -0.570 0.298 1.793
C 2.960 0.283 -1.843
C 4.414 -0.156 -1.741
O 4.560 -1.336 -0.942
H 2.396 -0.546 -2.280
H 2.754 1.209 -2.379
H 2.516 0.401 -0.853
H 5.037 0.635 -1.328
H 4.773 -0.479 -2.722
H 4.148 -2.111 -1.372
C -2.807 -1.459 3.671
C -3.032 0.039 3.845
O -2.105 0.754 4.647
H -2.688 -1.925 4.650
H -1.902 -1.633 3.087
H -3.620 -1.802 3.029
H -4.047 0.266 4.176
H -2.988 0.426 2.822
H -1.423 1.006 3.979
C -4.429 1.475 0.411
C -5.933 1.261 0.764
O -5.971 0.916 2.133
H -4.199 1.594 -0.655
H -3.875 0.574 0.674
H -3.935 2.349 0.836
H -6.385 0.524 0.103
H -6.465 2.200 0.585
H -5.841 1.677 2.702
C -0.472 2.207 -2.181
C -0.236 3.379 -3.169
O 1.101 3.219 -3.665
H -0.040 2.465 -1.212
H -0.057 1.311 -2.638
H -1.527 2.090 -1.921
H -0.457 4.257 -2.559
H -0.922 3.314 -4.011
H 1.751 3.603 -3.071
C 4.126 2.793 1.751
O 3.404 3.495 2.427
N 5.415 3.075 1.438
N 3.701 1.661 1.175
H 5.662 3.928 1.921
H 6.087 2.328 1.397
H 4.438 1.248 0.633
H 2.731 1.409 1.111
C 2.012 0.185 5.106
O 2.345 1.362 4.880
N 2.818 -0.692 5.746
N 0.841 -0.353 4.805
H 3.730 -0.454 6.088
H 2.568 -1.664 5.718
H 0.147 0.143 4.258
H 0.680 -1.308 5.067
C -0.864 5.419 1.007
O 0.118 5.148 1.666
N -1.181 6.663 0.617
N -1.692 4.494 0.486
H -0.604 7.419 0.941
H -2.025 6.837 0.105
H -2.462 4.762 -0.097
H -1.369 3.539 0.572
C 1.243 -4.815 -1.677
C 2.101 -3.556 -1.384
C 1.958 -3.114 0.101
O 0.582 -3.297 0.382
C 0.190 -2.711 1.589
N 3.486 -3.697 -1.861
H 1.565 -5.207 -2.646
H 0.176 -4.621 -1.758
H 1.369 -5.598 -0.927
H 1.568 -2.834 -2.005
H 2.188 -2.049 0.185
H 2.514 -3.683 0.853
H -0.865 -2.950 1.723
H 0.183 -1.632 1.393
H 0.821 -2.936 2.451
H 3.355 -4.208 -2.729
H 3.976 -4.391 -1.302
C -2.835 -2.936 -4.862
C -1.445 -2.327 -4.780
C -1.073 -2.085 -3.302
O -2.016 -1.312 -2.622
C -1.685 -1.183 -1.234
N -0.419 -3.129 -5.458
H -3.663 -2.286 -4.593
H -2.852 -3.912 -4.372
H -2.953 -3.161 -5.927
H -1.521 -1.385 -5.326
H -0.054 -1.675 -3.279
H -0.985 -3.055 -2.797
H -1.565 -2.188 -0.814
H -2.526 -0.728 -0.717
H -0.731 -0.704 -1.003
H 0.492 -2.801 -5.153
H -0.415 -4.087 -5.120
*
```

Atomic partial charges in e from the Mulliken method, atoms 1 to 6:
1. C 2.4457
2. O -1.1123
3. H -0.9255
4. H -0.2184
5. H -0.8762
6. C 0.1523

# C48H35Cl2CuNO4P2S

C48H35Cl2CuNO4P2S as an isolated structure (the ωB97M-V functional and the def2-TZVPD basis, OMol25).

Results
relative energy (zero: lowest compared OMol25 entry of this formula, charge and spin) = 8.0 kcal/mol
orbital gap (alpha / beta) = 7.6 / 6.8 eV
<S²> = 0.754
strongest force on any atom = 0.7 eV/A
E_tot = -5847.6022 hartree

Structure (ORCA input):
```
! wB97M-V def2-TZVPD RIJCOSX def2/J DEFGRID3
* xyz 0 2
Cu -1.141 0.755 0.115
Cl -7.021 1.099 -3.775
C -5.411 1.190 -3.125
C -4.657 2.359 -3.337
C -3.387 2.466 -2.849
Cl -2.475 3.909 -3.119
C -2.765 1.414 -2.098
O -1.568 1.539 -1.681
C -3.571 0.250 -1.901
C -3.027 -0.879 -1.226
O -1.932 -0.917 -0.646
C -4.878 0.151 -2.427
H -5.088 3.181 -3.892
H -3.612 -1.811 -1.244
H -5.448 -0.757 -2.268
O 2.595 -1.625 1.977
C 2.200 -2.779 2.616
C 2.943 -3.348 3.636
C 2.490 -4.518 4.229
C 1.301 -5.096 3.808
C 0.539 -4.476 2.826
C 0.967 -3.294 2.225
P -0.010 -2.294 1.024
C 0.709 -2.896 -0.552
C 0.899 -1.971 -1.576
C 1.458 -2.355 -2.788
C 1.847 -3.671 -2.984
C 1.679 -4.600 -1.966
C 1.117 -4.214 -0.759
C -1.620 -3.166 1.146
C -2.439 -2.783 2.207
C -3.688 -3.359 2.382
C -4.146 -4.315 1.485
C -3.347 -4.687 0.413
C -2.090 -4.118 0.246
C 3.765 -1.548 1.269
C 4.738 -2.537 1.268
C 5.927 -2.314 0.589
C 6.150 -1.119 -0.076
C 5.148 -0.159 -0.100
C 3.931 -0.367 0.540
P 2.508 0.806 0.480
C 2.952 1.863 1.910
C 2.183 1.679 3.057
C 2.472 2.376 4.222
C 3.528 3.275 4.246
C 4.301 3.464 3.108
C 4.019 2.755 1.948
C 2.929 1.801 -0.998
C 3.184 1.117 -2.191
C 3.357 1.804 -3.381
C 3.264 3.190 -3.406
C 2.993 3.877 -2.235
C 2.825 3.189 -1.040
H 3.857 -2.872 3.967
H 3.068 -4.972 5.022
H 0.955 -6.018 4.256
H -0.414 -4.904 2.542
H 0.604 -0.938 -1.432
H 1.591 -1.620 -3.572
H 2.287 -3.973 -3.926
H 1.989 -5.627 -2.111
H 1.008 -4.942 0.037
H -2.099 -2.009 2.886
H -4.312 -3.052 3.212
H -5.123 -4.762 1.616
H -3.700 -5.425 -0.296
H -1.482 -4.408 -0.602
H 4.580 -3.473 1.784
H 6.686 -3.086 0.594
H 7.087 -0.942 -0.586
H 5.300 0.756 -0.658
H 1.349 0.986 3.027
H 1.868 2.220 5.108
H 3.753 3.826 5.151
H 5.129 4.160 3.124
H 4.641 2.897 1.072
H 3.253 0.036 -2.185
H 3.562 1.256 -4.292
H 3.395 3.728 -4.336
H 2.904 4.956 -2.246
H 2.593 3.741 -0.138
O -1.996 0.622 1.895
N -1.944 1.711 2.657
C -2.611 1.657 3.832
C -2.616 2.718 4.691
C -1.913 3.873 4.331
C -1.239 3.907 3.139
C -1.237 2.799 2.271
S -0.396 2.784 0.784
H -3.121 0.721 4.000
H -3.158 2.644 5.621
H -1.902 4.734 4.985
H -0.687 4.781 2.825
*
```

Atomic partial charges in e from the Mulliken method, atoms 1 to 6:
1. Cu 0.9575
2. Cl -0.2404
3. C 0.1957
4. C -0.5417
5. C 0.3242
6. Cl -0.2028

# C40H34Cl2F6N5O3PSY

C40H34Cl2F6N5O3PSY as an isolated structure (the ωB97M-V functional and the def2-TZVPD basis, OMol25).

Results
relative energy (zero: lowest compared OMol25 entry of this formula, charge and spin) = 17.0 kcal/mol
orbital gap = 8.4 eV
strongest force on any atom = 0.8 eV/A
E_tot = -4341.7890 hartree

Structure (ORCA input):
```
! wB97M-V def2-TZVPD RIJCOSX def2/J DEFGRID3
* xyz 1 1
Y 0.897 -0.183 0.296
N 4.551 -0.707 -2.314
C 4.713 -1.971 -1.759
C 5.668 -2.956 -1.982
C 5.575 -4.080 -1.190
C 4.577 -4.210 -0.208
C 3.632 -3.228 -0.006
C 3.700 -2.096 -0.816
N 2.923 -0.930 -0.826
C 3.491 -0.140 -1.703
C 3.086 1.257 -1.865
C 3.731 2.224 -2.563
S 3.006 3.732 -2.258
C 1.887 2.986 -1.233
N 2.010 1.690 -1.114
H 5.128 -0.279 -3.016
H 6.450 -2.852 -2.721
H 6.296 -4.876 -1.316
H 4.558 -5.097 0.408
H 2.890 -3.323 0.770
H 4.601 2.138 -3.191
H 1.114 3.558 -0.744
N 0.436 2.002 1.756
C -0.238 3.223 1.331
C 0.102 4.428 1.935
C -0.437 5.617 1.470
C -1.319 5.607 0.394
C -1.669 4.403 -0.193
C -1.148 3.196 0.270
P -1.490 1.562 -0.445
C -3.077 1.088 0.318
C -3.981 2.030 0.800
C -5.187 1.628 1.359
C -5.500 0.278 1.428
C -4.602 -0.668 0.951
C -3.392 -0.267 0.406
C -1.964 1.853 -2.181
C -3.261 1.627 -2.636
C -3.576 1.781 -3.981
C -2.603 2.170 -4.886
C -1.306 2.400 -4.444
C -0.991 2.233 -3.106
H 1.440 2.178 1.837
H 0.130 1.735 2.689
H 0.805 4.431 2.758
H -0.159 6.551 1.938
H -1.729 6.534 0.020
H -2.351 4.394 -1.036
H -3.750 3.086 0.748
H -5.881 2.369 1.734
H -6.442 -0.038 1.857
H -4.840 -1.722 1.010
H -2.676 -1.004 0.063
H -4.040 1.328 -1.948
H -4.588 1.597 -4.314
H -2.850 2.290 -5.932
H -0.538 2.699 -5.144
H 0.033 2.389 -2.793
C -2.000 -2.360 -2.492
C -0.630 -2.232 -1.824
O -0.536 -1.073 -1.107
C 0.479 -2.300 -2.934
F 0.844 -1.057 -3.286
F 1.591 -2.942 -2.538
F 0.057 -2.919 -4.039
C -0.429 -3.364 -0.807
F -1.482 -3.478 0.015
F 0.630 -3.053 0.002
F -0.200 -4.568 -1.338
H -2.122 -1.516 -3.171
H -2.777 -2.314 -1.734
H -2.114 -3.284 -3.057
Cl 5.779 -0.441 1.322
C 4.563 -0.345 2.619
Cl 4.580 -1.789 3.624
C 3.211 -0.060 1.978
O 2.324 -0.958 1.958
O 3.064 1.060 1.460
H 4.835 0.503 3.243
C -2.459 -2.718 5.707
C -1.783 -2.134 4.503
C -2.176 -0.925 3.943
C -1.511 -0.439 2.836
N -0.488 -1.070 2.244
C -0.090 -2.221 2.806
C -0.706 -2.780 3.907
H -3.535 -2.548 5.682
H -2.074 -2.258 6.619
H -2.280 -3.789 5.777
H -3.004 -0.362 4.352
H -1.829 0.497 2.394
H 0.759 -2.712 2.357
H -0.336 -3.717 4.298
*
```

Atomic partial charges in e from the Mulliken method, atoms 1 to 6:
1. Y -0.4554
2. N 0.0979
3. C 0.9849
4. C -1.3143
5. C -0.6691
6. C -1.0583